No. 1
{"formula": "C18H26N6O4S", "method": "ωB97M-V with the def2-TZVPD basis set", "elements": ["C", "C", "O", "C", "C", "C", "N", "C", "C", "O", "C", "C", "C", "O", "C", "C", "C", "C", "N", "C", "O", "C", "S", "C", "N", "N", "C", "N", "N", "H", "H", "H", "H", "H", "H", "H", "H", "H", "H", "H", "H", "H", "H", "H", "H", "H", "H", "H", "H", "H", "H", "H", "H", "H", "H"], "coordinates": [[-2.22, -3.88, 0.46], [-0.87, -3.17, 0.51], [-1.10, -1.87, 1.01], [-0.11, -0.93, 0.92], [1.21, -1.19, 0.59], [2.15, -0.16, 0.49], [3.48, -0.41, 0.13], [3.84, -1.71, -0.41], [5.20, -1.59, -1.09], [6.19, -1.15, -0.19], [5.85, 0.10, 0.35], [4.50, 0.05, 1.07], [1.72, 1.16, 0.70], [2.57, 2.24, 0.57], [2.95, 2.52, -0.77], [1.77, 2.92, -1.64], [0.41, 1.42, 1.08], [-0.51, 0.39, 1.19], [-1.86, 0.59, 1.52], [-2.61, 1.68, 1.22], [-2.18, 2.79, 1.00], [-4.11, 1.42, 1.29], [-4.62, -0.24, 0.73], [-3.67, -0.32, -0.72], [-3.57, -1.38, -1.48], [-2.69, -0.98, -2.45], [-2.32, 0.30, -2.21], [-1.38, 0.98, -2.91], [-2.93, 0.74, -1.13], [-2.91, -3.31, -0.17], [-2.64, -3.95, 1.46], [-2.09, -4.88, 0.05], [-0.43, -3.11, -0.50], [-0.17, -3.71, 1.16], [1.52, -2.21, 0.43], [3.09, -2.01, -1.15], [3.90, -2.47, 0.38], [5.53, -2.56, -1.46], [5.13, -0.88, -1.93], [6.65, 0.36, 1.05], [5.81, 0.86, -0.45], [4.24, 1.04, 1.43], [4.57, -0.65, 1.92], [3.67, 3.34, -0.68], [3.46, 1.65, -1.21], [1.08, 2.09, -1.74], [2.12, 3.21, -2.63], [1.25, 3.76, -1.19], [0.10, 2.43, 1.24], [-2.36, -0.29, 1.64], [-4.62, 2.18, 0.68], [-4.46, 1.50, 2.32], [-2.41, -1.62, -3.17], [-1.30, 0.77, -3.90], [-1.35, 1.96, -2.68]], "relative_energy_kcal_mol": 0.00, "total_energy_ev": -47053.682, "gap_ev": 7.76, "multiplicity": 1, "homo_energy_ev": -7.382, "max_force_ev_per_a": 1.0, "smiles": "CCOc1cc(N2CCOCC2)c(OCC)cc1NC(=O)CSc1n[nH]c(N)n1", "lumo_ev": 0.38}

***

No. 2
{"formula": "C18H26N6O4S", "method": "ωB97M-V with the def2-TZVPD basis set", "elements": ["C", "C", "O", "C", "C", "C", "N", "C", "O", "C", "C", "C", "C", "N", "S", "O", "O", "C", "C", "C", "C", "N", "C", "N", "N", "N", "C", "C", "C", "H", "H", "H", "H", "H", "H", "H", "H", "H", "H", "H", "H", "H", "H", "H", "H", "H", "H", "H", "H", "H", "H", "H", "H", "H", "H"], "coordinates": [[-3.72, -2.21, 1.78], [-2.35, -2.87, 1.64], [-1.37, -2.00, 1.10], [-1.32, -1.97, -0.31], [-0.53, -3.14, -0.93], [0.76, -3.45, -0.15], [1.51, -2.26, 0.16], [2.53, -1.80, -0.59], [3.00, -2.42, -1.53], [3.00, -0.41, -0.18], [4.45, -0.12, -0.55], [4.79, 1.32, -0.18], [3.83, 2.29, -0.86], [2.44, 1.97, -0.60], [1.86, 2.48, 0.90], [2.18, 1.58, 1.97], [2.24, 3.85, 1.04], [0.10, 2.36, 0.58], [-0.47, 3.19, -0.37], [-1.80, 3.03, -0.70], [-2.54, 2.02, -0.08], [-3.87, 1.79, -0.43], [-4.80, 2.59, -1.02], [-5.91, 1.90, -1.16], [-5.66, 0.69, -0.66], [-4.48, 0.61, -0.23], [-1.97, 1.21, 0.89], [-0.64, 1.38, 1.22], [2.10, 0.60, -0.91], [-4.44, -2.94, 2.13], [-4.06, -1.81, 0.83], [-3.67, -1.40, 2.50], [-1.97, -3.15, 2.63], [-2.43, -3.78, 1.03], [-0.81, -1.03, -0.56], [-2.32, -1.93, -0.75], [-0.29, -2.87, -1.96], [-1.15, -4.04, -0.95], [0.51, -3.96, 0.78], [1.40, -4.10, -0.76], [1.12, -1.68, 0.89], [2.86, -0.28, 0.90], [5.11, -0.81, -0.02], [4.58, -0.29, -1.62], [5.81, 1.56, -0.46], [4.69, 1.44, 0.91], [3.98, 3.31, -0.51], [3.96, 2.26, -1.95], [0.14, 3.94, -0.83], [-2.26, 3.66, -1.45], [-4.66, 3.60, -1.31], [-2.56, 0.43, 1.35], [-0.16, 0.76, 1.96], [1.05, 0.45, -0.64], [2.21, 0.46, -1.99]], "relative_energy_kcal_mol": 21.82, "total_energy_ev": -47052.736, "gap_ev": 9.17, "multiplicity": 1, "homo_energy_ev": -9.492, "max_force_ev_per_a": 1.6, "smiles": "CCOCCCNC(=O)[C@H]1CCCN(S(=O)(=O)c2ccc(-n3cnnn3)cc2)C1", "lumo_ev": -0.32}

***

Q: What is the formula in the first record?
A: C18H26N6O4S